No. 1
A single C3H4O3S molecule, computed with ωB97M-V with the def2-TZVPD basis set.

- DFT total energy: -740.606432 Ha
- SMILES: COC(=O)C(=O)S
- Relative energy (zero: lowest compared OMol25 entry of this formula, charge and spin): 1.447 eV
- Molecular weight: 120.1 g/mol
- LUMO: 0.293 eV

```
! RIJCOSX wB97M-V def2-TZVPD def2/J DEFGRID3
* xyz 0 1
C -2.909 -0.019 -0.174
C -0.590 -0.275 0.141
C 0.819 0.570 0.043
H -3.592 0.782 -0.547
H -2.928 -0.902 -0.916
H -3.184 -0.258 0.876
H 1.436 -1.484 -0.415
O -1.566 0.528 -0.164
O -0.629 -1.448 0.371
O 0.798 1.765 0.229
S 2.220 -0.410 -0.159
*
```

---

No. 2
2 unconnected molecules or ions with the total composition C3H4O3S, computed with ωB97M-V with the def2-TZVPD basis set.

- DFT total energy: -740.632103 Ha
- SMILES: CC(=O)S.O=C=O
- Relative energy (zero: lowest compared OMol25 entry of this formula, charge and spin): 0.748 eV
- Molecular weight: 120.1 g/mol
- LUMO: 0.515 eV

```
! RIJCOSX wB97M-V def2-TZVPD def2/J DEFGRID3
* xyz 0 1
C -0.612 0.149 0.612
C 2.274 -0.061 -0.240
C -1.214 -0.944 -0.256
O 0.200 0.229 1.493
O 2.080 0.930 -0.786
O 2.509 -1.058 0.270
S -1.205 1.688 -0.083
H -2.130 -1.028 0.205
H -1.212 -0.605 -1.234
H -0.542 -1.762 -0.192
H -0.147 2.461 0.210
*
```

---

No. 3
A molecular structure, C3H4O3Tb, computed with ωB97M-V with the def2-TZVPD basis set.

- DFT total energy: -1165.570560 Ha
- Relative energy (zero: lowest compared OMol25 entry of this formula, charge and spin): 0.000 eV
- <S²>: 12.706
- Molecular weight: 247.0 g/mol
- LUMO (spin up / spin down): -16.451 / -17.126 eV

```
! RIJCOSX wB97M-V def2-TZVPD def2/J DEFGRID3
* xyz 3 7
C -0.209 -1.442 0.450
C -1.220 -0.962 -0.265
O 1.120 -1.326 0.019
H -0.310 -2.008 1.375
H -1.112 -0.375 -1.178
H -2.197 -1.422 -0.130
H 1.638 -2.099 0.285
O -0.988 3.613 0.203
C 0.010 3.074 0.038
O 0.952 2.422 -0.212
Tb 2.316 0.526 -0.585
*
```

---

No. 4
A molecular structure, C3H4O3Yb, computed with ωB97M-V with the def2-TZVPD basis set.

- DFT total energy: -1500.836328 Ha
- Relative energy (zero: lowest compared OMol25 entry of this formula, charge and spin): 7.011 eV
- Molecular weight: 261.1 g/mol
- LUMO (spin up / spin down): -1.861 / -1.861 eV

```
! RIJCOSX wB97M-V def2-TZVPD def2/J DEFGRID3
* xyz 0 1
O 1.430 0.542 -0.100
C 0.345 0.585 -0.866
O 0.451 0.206 -2.127
Yb -1.452 -0.601 -2.922
O -1.820 -0.414 -0.802
C -0.859 0.325 -0.156
H -1.178 1.098 0.557
C 0.784 -0.261 1.282
H 0.439 -0.666 2.252
H 1.274 0.482 1.938
H 0.586 -1.296 0.944
*
```

---

no.,maximum force (eV Å⁻¹)
1,2.5
2,3.7
3,5.8
4,6.0